Below is an isolated molecule of C3H6N2O3 in a non-equilibrium geometry, with properties calculated with ωB97M-V/def2-TZVPD.

Calculated values
SMILES string ... NCC(=O)NC(=O)O
Gap between HOMO and LUMO ... 0.3911 Eh
Total charge ... 0
Highest occupied orbital energy ... -0.376 Eh

```
14
Properties=species:S:1:pos:R:3:lowdin_charge:R:1
N -0.9652 -0.5415 2.6821 0.017
C 0.4391 -0.3372 2.1488 -0.149
C 0.4277 0.1727 0.7253 -0.476
O 0.4159 1.3723 0.5673 0.063
N 0.1180 -0.6204 -0.3334 0.169
C 0.0493 -0.2144 -1.6894 -0.569
O 0.2194 -0.9088 -2.6244 0.146
O -0.3832 1.0476 -1.9309 0.105
H -1.5867 0.2951 2.8199 0.097
H -1.5269 -0.8435 1.9368 0.028
H 1.1488 0.3298 2.7117 0.144
H 0.7688 -1.3442 2.0873 0.088
H 0.1605 -1.6873 -0.1208 0.210
H -0.5482 1.5675 -1.0798 0.127
```